Density functional theory data (wB97M-V/def2-TZVPD) for an isolated ion of composition C6H5O5S and charge -1 in a non-equilibrium geometry.

Last column: Mulliken charge in e.
Atoms and positions in Å:
C (-2.157, 0.021, 1.314)  -0.74
C (-0.513, 0.519, -0.359)  0.13
C (-1.154, -0.933, 1.371)  -0.65
C (0.597, 1.273, -0.022)  0.14
C (-1.888, 0.996, 0.275)  -0.01
C (-0.123, -0.705, 0.450)  0.20
O (1.771, -2.475, -1.999)  -0.60
O (-2.355, 2.119, -0.003)  -0.74
O (3.076, -0.426, -1.353)  -0.51
O (1.064, -1.412, 0.175)  -0.50
O (1.491, 1.578, -0.848)  -0.76
S (1.597, -1.166, -1.416)  0.64
H (-3.084, -0.060, 1.804)  0.45
H (-0.517, 0.354, -1.349)  0.62
H (-1.168, -1.714, 2.088)  0.49
H (0.682, 1.465, 1.064)  0.36
H (2.681, 0.566, -1.192)  0.50

Properties
* Kohn-Sham gap: 6.477 eV
* E_LUMO: 0.1301 hartree
* total charge: -1

Density functional theory data (wB97M-V/def2-TZVPD) for a single C6H6 molecule in a non-equilibrium geometry.

Last column: Mulliken charge in e.
Atoms and positions in Å:
C (-0.754, -1.170, -0.049)  -0.30
C (0.709, -1.122, 0.243)  -0.29
C (-1.687, -0.236, -0.049)  0.32
C (1.617, -0.209, -0.094)  0.22
C (-2.498, 0.730, 0.064)  -0.58
C (2.566, 0.670, -0.027)  -0.74
H (-0.927, -2.156, -0.637)  0.21
H (1.269, -2.157, 0.255)  0.21
H (-2.421, 1.578, -0.654)  0.22
H (-3.523, 0.689, 0.604)  0.22
H (2.906, 1.154, 0.839)  0.27
H (3.034, 1.020, -0.904)  0.24

Properties
* Kohn-Sham gap: 9.344 eV
* E_LUMO: 0.0259 hartree
* total charge: 0

Density functional theory data (wB97M-V/def2-TZVPD) for a single C6H6 molecule.

Last column: Mulliken charge in e.
Atoms and positions in Å:
C (0.091, 1.029, -1.517)  -1.08
C (0.282, 0.650, -0.082)  -0.02
C (-0.723, -0.067, 0.588)  -0.12
C (-2.019, -0.289, 0.567)  -0.52
C (0.526, -0.912, 0.968)  -0.55
C (1.296, -1.612, 1.597)  0.32
H (-0.803, 0.551, -1.920)  0.33
H (-0.107, 2.111, -1.447)  0.30
H (0.938, 0.896, -2.194)  0.33
H (1.086, 1.127, 0.471)  0.37
H (-2.478, -1.260, 0.744)  0.23
H (1.912, -2.223, 2.225)  0.40

Properties
* Kohn-Sham gap (alpha / beta): 7.640 / 6.702 eV
* E_LUMO (alpha / beta): -0.0238 / -0.0269 hartree
* total charge: 0

Density functional theory data (wB97M-V/def2-TZVPD) for a single C6H6 molecule.

Last column: Mulliken charge in e.
Atoms and positions in Å:
C (-1.857, 0.753, 0.002)  -1.10
C (-1.365, -0.703, 0.048)  -0.30
C (0.095, -0.723, -0.059)  -0.01
C (1.289, -0.539, -0.063)  0.00
C (2.635, -0.228, -0.057)  -0.26
C (3.793, 0.110, -0.046)  -0.24
H (-2.885, 0.835, 0.366)  0.32
H (-1.218, 1.384, 0.625)  0.34
H (-1.817, 1.143, -1.019)  0.30
H (-1.828, -1.295, -0.750)  0.25
H (-1.650, -1.176, 0.995)  0.25
H (4.807, 0.440, -0.040)  0.44

Properties
* Kohn-Sham gap: 10.283 eV
* E_LUMO: 0.0370 hartree
* total charge: 0

Density functional theory data (wB97M-V/def2-TZVPD) for a 2-piece molecular cluster, C6H6 overall in a non-equilibrium geometry.

Last column: Mulliken charge in e.
Atoms and positions in Å:
C (-1.271, -1.597, -2.014)  0.23
C (-1.044, -1.142, -0.930)  -0.56
C (-0.733, -0.550, 0.345)  -0.53
C (0.050, 0.741, 0.025)  -0.30
C (0.922, 1.182, 1.031)  -0.39
C (1.864, 0.735, 1.691)  -0.39
H (-1.484, -2.031, -2.954)  0.41
H (-0.168, -1.190, 1.022)  0.33
H (-1.639, -0.210, 0.889)  0.24
H (1.341, 1.319, -0.525)  0.20
H (-0.565, 1.428, -0.499)  0.43
H (2.729, 1.315, 1.920)  0.31

Properties
* Kohn-Sham gap: 8.299 eV
* E_LUMO: -0.0040 hartree
* total charge: 0

Density functional theory data (wB97M-V/def2-TZVPD) for a single C6H6 molecule in a non-equilibrium geometry.

Last column: Mulliken charge in e.
Atoms and positions in Å:
C (3.060, 0.116, 0.398)  0.21
C (1.884, -0.022, 0.610)  -0.46
C (0.451, -0.216, 0.817)  -0.54
C (-0.298, -0.429, -0.469)  -0.51
C (-1.564, -0.123, -0.540)  0.13
C (-2.629, 0.554, -0.799)  -0.65
H (4.102, 0.246, 0.214)  0.39
H (0.028, 0.620, 1.389)  0.31
H (0.285, -1.117, 1.416)  0.23
H (-1.731, 1.170, -1.259)  0.29
H (0.103, -1.094, -1.219)  0.32
H (-3.691, 0.294, -0.557)  0.27

Properties
* Kohn-Sham gap: 9.753 eV
* E_LUMO: 0.0310 hartree
* total charge: 0

Density functional theory data (wB97M-V/def2-TZVPD) for a single C6H6 molecule.

Last column: Mulliken charge in e.
Atoms and positions in Å:
C (0.689, -0.380, 1.929)  -1.10
C (-0.031, 0.799, 1.260)  -0.35
C (-0.247, 0.533, -0.163)  0.02
C (-0.406, 0.201, -1.314)  -0.03
C (-0.581, -0.220, -2.620)  -0.15
C (-0.727, -0.616, -3.750)  -0.28
H (0.744, -0.237, 3.012)  0.33
H (0.157, -1.313, 1.727)  0.33
H (1.706, -0.480, 1.539)  0.31
H (0.549, 1.721, 1.383)  0.25
H (-1.001, 0.974, 1.741)  0.25
H (-0.852, -0.982, -4.745)  0.44

Properties
* Kohn-Sham gap: 10.270 eV
* E_LUMO: 0.0363 hartree
* total charge: 0

Density functional theory data (wB97M-V/def2-TZVPD) for a single C6H6 molecule.

Last column: Mulliken charge in e.
Atoms and positions in Å:
C (-1.929, 0.705, 0.206)  -1.09
C (-1.291, -0.651, -0.113)  -0.47
C (0.111, -0.471, -0.485)  -0.36
C (1.295, -0.246, -0.558)  0.39
C (2.646, -0.077, -0.329)  -0.33
C (3.788, 0.016, 0.049)  -0.05
H (-2.965, 0.584, 0.534)  0.33
H (-1.366, 1.203, 1.001)  0.32
H (-1.911, 1.353, -0.675)  0.31
H (-1.853, -1.190, -0.882)  0.28
H (-1.292, -1.285, 0.783)  0.23
H (4.766, 0.057, 0.469)  0.45

Properties
* Kohn-Sham gap: 10.235 eV
* E_LUMO: 0.0363 hartree
* total charge: 0

> Which formula does entry 5 have?

C6H6

> total charge of number 6 (C6H6)?

0

> The lowest total charge belongs to which entry?

C6H5O5S

> Among the records above, which one has the lowest total charge?

C6H5O5S